1.
{"formula": "C4H4N2OS", "method": "ωB97M-V/def2-TZVPD", "spin_multiplicity": 1, "e_lumo_ev": -0.274, "gap_ev": 8.5335, "smiles": "N#C/C(=C/N)C(O)=S", "species": ["N", "C", "C", "C", "N", "C", "O", "S", "H", "H", "H", "H"], "coordinates": [[-2.004, -0.316, -2.596], [-1.350, -0.177, -1.634], [-0.488, -0.024, -0.512], [0.807, -0.476, -0.678], [1.812, -0.458, 0.196], [-1.023, 0.561, 0.706], [-0.101, 0.642, 1.694], [-2.555, 1.092, 0.940], [1.054, -0.934, -1.652], [2.738, -0.833, -0.053], [1.673, -0.109, 1.132], [-0.562, 1.032, 2.456]], "atomic_forces_ev_per_a": [[1.36, 0.27, 2.02], [-1.49, -0.26, -2.19], [0.44, -0.07, 0.36], [-0.11, -0.27, -0.50], [0.99, -0.36, -0.07], [-0.24, 0.06, -0.19], [-0.05, 0.04, 0.15], [0.31, -0.13, -0.08], [-0.17, 0.37, 0.56], [-1.09, 0.38, 0.17], [-0.02, 0.01, -0.14], [0.06, -0.04, -0.10]], "mulliken_charge": [-0.464, -0.089, 0.333, -0.065, -0.328, 0.316, -0.561, -0.328, 0.359, 0.215, 0.249, 0.364]}

---

2.
{"formula": "C4H4N2OS", "method": "ωB97M-V/def2-TZVPD", "spin_multiplicity": 1, "e_lumo_ev": -0.839, "gap_ev": 7.9624, "smiles": "On1cncc1C=S", "species": ["O", "N", "C", "N", "C", "C", "C", "S", "H", "H", "H", "H"], "coordinates": [[0.351, -0.269, -1.990], [-0.214, 0.160, -0.817], [-1.268, 0.983, -0.716], [-1.528, 1.260, 0.554], [-0.587, 0.601, 1.276], [0.280, -0.115, 0.452], [1.434, -0.913, 0.693], [2.039, -1.307, 2.157], [-0.074, -1.129, -2.165], [-1.814, 1.333, -1.599], [-0.524, 0.666, 2.366], [1.904, -1.269, -0.210]], "atomic_forces_ev_per_a": [[-0.26, -0.40, -0.09], [0.15, 0.03, 0.28], [-0.33, 0.11, -0.15], [0.19, -0.09, -0.22], [0.30, -0.15, 0.16], [-0.61, 0.57, 0.21], [0.04, -0.14, 0.67], [-0.18, 0.15, -0.49], [0.23, 0.29, -0.07], [0.29, -0.16, 0.52], [-0.10, -0.05, -0.55], [0.29, -0.17, -0.25]], "mulliken_charge": [-0.442, 0.257, -0.104, -0.643, -0.192, 0.366, -0.406, -0.254, 0.365, 0.364, 0.391, 0.297]}

---

3.
{"formula": "C4H4N2OS", "method": "ωB97M-V/def2-TZVPD", "spin_multiplicity": 1, "e_lumo_ev": -0.411, "gap_ev": 8.2834, "smiles": "C=Cn1oncc1=S", "species": ["C", "C", "N", "O", "N", "C", "C", "S", "H", "H", "H", "H"], "coordinates": [[-2.025, -0.834, 0.031], [-0.766, -1.128, -0.033], [0.397, -0.231, -0.084], [1.551, -0.930, -0.214], [2.506, 0.091, -0.020], [1.947, 1.226, 0.048], [0.494, 1.115, 0.071], [-0.750, 2.234, -0.121], [-2.776, -1.689, 0.053], [-2.603, 0.105, -0.018], [-0.500, -2.127, 0.056], [2.525, 2.169, 0.232]], "atomic_forces_ev_per_a": [[-4.15, 0.05, -0.32], [2.10, 2.08, 0.08], [-4.27, -1.25, 0.22], [1.27, 2.72, 0.99], [1.62, -1.61, -0.83], [-0.19, 1.45, 1.20], [-0.48, -0.56, -1.71], [1.04, -0.62, 0.65], [1.43, 0.82, 0.15], [1.25, -0.29, 0.05], [0.95, -1.55, -0.09], [-0.56, -1.25, -0.38]], "mulliken_charge": [-0.736, 0.008, 0.361, -0.175, -0.337, -0.156, 0.224, -0.354, 0.204, 0.236, 0.360, 0.364]}

---

4.
{"formula": "C4H4N2S2", "method": "ωB97M-V/def2-TZVPD", "spin_multiplicity": 1, "e_lumo_ev": 0.537, "gap_ev": 9.5999, "smiles": "Sc1ccnc(S)n1", "species": ["S", "C", "C", "C", "N", "C", "S", "N", "H", "H", "H", "H"], "coordinates": [[2.592, -0.976, 0.001], [1.133, 0.018, -0.005], [1.152, 1.422, 0.005], [-0.089, 2.042, -0.005], [-1.242, 1.362, -0.005], [-1.131, 0.043, -0.006], [-2.658, -0.842, 0.004], [0.005, -0.674, -0.002], [3.461, 0.038, -0.013], [2.068, 1.977, 0.023], [-0.150, 3.138, 0.025], [-2.061, -2.035, -0.004]], "atomic_forces_ev_per_a": [[-0.24, -0.05, -0.01], [0.16, 0.34, 0.07], [-0.66, -0.40, -0.08], [0.31, 0.03, 0.22], [0.19, 0.17, -0.06], [0.25, -0.21, 0.03], [0.14, 0.20, -0.01], [-0.37, 0.21, -0.06], [0.06, 0.12, 0.00], [0.23, 0.19, -0.01], [-0.10, -0.48, -0.09], [0.02, -0.13, 0.00]], "mulliken_charge": [-0.184, 0.664, -0.387, -0.222, -0.503, 0.422, -0.233, -0.513, 0.127, 0.298, 0.368, 0.163]}

---

5.
{"formula": "C4H4N4O", "method": "ωB97M-V/def2-TZVPD", "spin_multiplicity": 1, "e_lumo_ev": -1.135, "gap_ev": 8.6947, "smiles": "Cc1nnncnc1=O", "species": ["C", "C", "N", "N", "N", "C", "N", "C", "O", "H", "H", "H", "H"], "coordinates": [[1.064, -0.720, -1.559], [-0.035, -0.438, -0.563], [-1.163, 0.082, -0.893], [-2.137, 0.376, 0.075], [-1.879, 1.188, 1.001], [-0.560, 1.403, 1.524], [0.332, 0.494, 1.628], [0.288, -0.668, 0.869], [0.440, -1.767, 1.294], [0.679, -0.837, -2.575], [1.755, 0.119, -1.531], [1.631, -1.584, -1.280], [-0.413, 2.350, 2.010]], "atomic_forces_ev_per_a": [[-0.86, 0.44, -0.24], [0.19, 0.90, -0.99], [0.39, -0.53, 0.88], [0.55, 1.05, -0.26], [0.39, -0.87, 0.18], [-0.32, -1.12, -0.94], [0.17, 0.83, -0.15], [-1.11, 0.41, 0.43], [0.46, -1.08, 0.56], [-0.01, 0.10, 0.20], [0.08, 0.21, -0.06], [0.16, -0.62, 0.26], [-0.11, 0.29, 0.14]], "mulliken_charge": [-1.143, 0.841, -0.199, -0.333, -0.142, 0.074, -0.384, 0.353, -0.489, 0.341, 0.286, 0.365, 0.430]}

---

6.
{"formula": "C4H4N6O4", "method": "ωB97M-V/def2-TZVPD", "spin_multiplicity": 1, "e_lumo_ev": 6.275, "gap_ev": 6.6883, "total_charge": -2, "smiles": "[O-][N+]([O-])=NC1=CC=NN[C@@H]1N=[N+]([O-])[O-]", "species": ["O", "N", "O", "N", "C", "C", "C", "N", "N", "C", "N", "N", "O", "O", "H", "H", "H", "H"], "coordinates": [[0.146, 1.619, -3.351], [-0.237, 1.650, -2.179], [-0.488, 2.737, -1.677], [-0.195, 0.497, -1.618], [-0.902, -0.057, -0.558], [-1.756, 0.603, 0.305], [-2.158, -0.209, 1.439], [-1.671, -1.381, 1.743], [-0.892, -2.136, 0.816], [-0.597, -1.606, -0.520], [0.883, -1.962, -0.829], [1.123, -2.562, -1.953], [0.235, -2.818, -2.775], [2.276, -2.943, -2.209], [-1.950, 1.634, 0.265], [-2.783, 0.195, 2.228], [0.037, -2.467, 1.154], [-1.224, -2.156, -1.235]], "atomic_forces_ev_per_a": [[0.25, 0.51, -1.60], [0.72, -0.42, -0.80], [-1.11, 1.41, 1.86], [-0.66, -3.32, 1.26], [1.12, 1.89, -1.57], [0.66, -2.96, -0.01], [1.16, -1.06, -0.24], [0.08, -0.23, 0.10], [0.54, 0.70, 0.32], [1.04, 0.43, -0.93], [-1.46, 0.91, 1.61], [-1.05, 0.02, 0.41], [-1.27, -0.20, -0.98], [1.35, -0.01, 0.36], [-0.15, 1.10, -0.21], [-0.12, 0.12, 0.04], [-1.20, 0.49, 0.48], [0.11, 0.60, -0.10]], "mulliken_charge": [-0.693, 0.754, -0.734, -0.317, 0.270, -0.604, -0.201, -0.844, -0.061, 0.301, -0.901, 1.156, -0.728, -0.805, 0.426, 0.390, 0.309, 0.282]}

---

7.
{"formula": "C4H4NO", "method": "ωB97M-V/def2-TZVPD", "spin_multiplicity": 1, "e_lumo_ev": -4.479, "gap_ev": 10.8857, "total_charge": 1, "species": ["C", "C", "C", "C", "N", "O", "H", "H", "H", "H"], "coordinates": [[0.461, -1.373, -0.172], [0.309, 1.168, 0.152], [1.707, -0.982, -0.076], [-2.440, 0.628, 0.143], [0.658, -0.018, -0.004], [-3.525, 0.777, -0.108], [-0.769, 1.119, -0.124], [0.955, 1.938, 0.503], [2.868, -1.108, -0.121], [-0.225, -2.149, -0.193]], "atomic_forces_ev_per_a": [[2.34, -0.05, -0.07], [-2.33, -0.13, -0.83], [1.44, -0.75, -0.11], [-2.17, -0.48, -0.21], [2.60, -0.28, 0.31], [0.59, -0.01, 0.21], [1.19, 1.80, 0.99], [0.47, 0.44, -0.29], [-2.60, 0.42, 0.32], [-1.53, -0.96, -0.31]], "mulliken_charge": [-0.044, -0.001, -0.039, 0.094, -0.080, -0.104, 0.131, 0.333, 0.346, 0.364]}

---

8.
{"formula": "C4H4NO", "method": "ωB97M-V/def2-TZVPD", "spin_multiplicity": 1, "e_lumo_ev": -8.979, "gap_ev": 7.5762, "total_charge": 1, "species": ["C", "C", "C", "C", "N", "O", "H", "H", "H", "H"], "coordinates": [[1.166, -1.050, -0.637], [0.798, 1.021, 0.276], [0.097, -0.284, -0.137], [-1.327, -0.372, 0.046], [2.335, -0.774, -0.415], [1.985, 1.031, 0.543], [0.107, 1.960, 0.354], [-1.909, 0.318, 0.777], [-1.417, -1.513, 0.237], [-1.835, -0.337, -1.043]], "atomic_forces_ev_per_a": [[2.99, 0.73, 1.08], [1.06, 2.91, 1.41], [0.25, 1.59, -0.19], [-1.16, -2.19, -0.96], [-3.11, -3.11, -1.88], [-3.08, 1.15, 0.02], [1.20, -1.50, -0.09], [1.49, -1.08, -1.33], [-0.66, 1.50, 0.03], [1.02, 0.00, 1.91]], "mulliken_charge": [0.051, 0.072, 0.669, -0.906, -0.080, -0.291, 0.342, 0.412, 0.350, 0.381]}

---

In the order shown, the computed HOMO energy values come out to -8.807, -8.801, -8.694, -9.063, -9.830, -0.413, -15.365, -16.556 eV.
In the order shown, the computed largest force on an atom values come out to 2.67, 0.86, 4.45, 0.78, 1.50, 3.61, 2.65, 4.79 eV/Å.